(1)
69
Properties=species:S:1:pos:R:3 method="wB97M-V/def2-TZVPD" s_squared=6.026 lumo_energy_ev="-0.7 / -0.8" orbital_gap_ev="6.92 / 7.42" multiplicity=5 homo_energy_ev="-7.642 / -8.205"
Cr -0.88 0.86 0.45
S -3.04 2.51 0.96
Si 1.22 2.85 1.80
Si 1.27 -0.20 2.83
F -4.55 0.35 0.55
F -5.57 2.04 1.43
F -5.04 2.07 -0.67
O -3.43 3.72 1.59
O -2.32 1.53 1.82
O -2.33 2.59 -0.32
O -2.05 -0.85 0.16
N 0.68 0.55 -0.80
C -0.64 -2.93 -4.22
C 1.01 0.32 -2.08
C 1.63 0.66 0.17
C -0.94 -3.54 -1.89
C 1.02 1.02 1.47
C 2.97 0.45 -0.17
C 2.99 3.26 2.29
C 2.99 -0.20 3.58
C 3.31 0.19 -1.48
C -0.75 -4.57 -0.79
C 0.13 3.49 3.17
C -0.12 -3.26 -5.59
C -1.73 -1.37 -2.71
C -2.44 -0.04 -2.53
C 0.92 3.80 0.22
C -4.65 1.68 0.54
C 1.03 -1.91 2.08
C -1.54 -2.29 -1.66
C -1.90 -1.96 -0.28
C 2.32 0.13 -2.46
C 0.01 0.08 4.17
C -1.27 -1.71 -3.97
C -0.49 -3.83 -3.17
H -1.42 -1.01 -4.79
H -0.92 3.28 3.01
H 1.21 -2.72 2.80
H -0.35 -2.48 -6.31
H 0.42 3.06 4.14
H 3.73 0.53 0.61
H 3.06 -0.95 4.37
H 3.75 -0.43 2.83
H 4.35 0.03 -1.75
H 1.71 -2.06 1.23
H 1.10 4.87 0.39
H 3.10 4.34 2.44
H -1.70 -4.86 -0.34
H -2.00 -2.80 0.43
H -0.10 3.69 -0.15
H 0.97 -3.39 -5.57
H -0.96 0.33 3.72
H 0.20 0.26 -2.80
H -1.83 0.69 -2.00
H -3.36 -0.16 -1.96
H 3.28 2.76 3.22
H 0.00 -2.00 1.72
H -2.68 0.38 -3.50
H 3.70 2.95 1.51
H -0.55 -4.20 -5.95
H -0.12 -0.82 4.79
H -0.28 -5.46 -1.20
H -0.02 -4.79 -3.36
H 0.25 4.58 3.23
H 1.61 3.47 -0.57
H 0.30 0.90 4.82
H 2.56 -0.05 -3.50
H -0.10 -4.19 0.00
H 3.23 0.78 4.02

(2)
60
Properties=species:S:1:pos:R:3 method="wB97M-V/def2-TZVPD" s_squared=6.060 lumo_energy_ev="-5.8 / -8.2" orbital_gap_ev="7.12 / 6.77" multiplicity=5 homo_energy_ev="-12.919 / -14.933" total_charge=+2
Pd 0.17 0.14 0.84
N 0.20 -3.63 -3.32
N -0.55 -1.86 -0.11
C 0.82 -0.74 -5.62
C -1.22 3.53 2.11
C -1.56 1.02 2.10
C 1.11 -0.75 -4.17
C 1.53 3.09 2.96
C -0.60 1.19 -5.41
C -2.26 -1.35 2.72
C -2.90 1.24 1.45
C 1.03 0.60 3.09
C 1.08 1.05 -0.89
C 0.07 -0.46 3.16
C 2.45 0.35 3.49
C 0.53 0.40 -3.41
C 0.85 0.63 -2.10
C 0.44 -1.74 3.86
C -0.71 2.14 2.33
C 2.08 1.96 -0.50
C -1.22 -0.26 2.64
C -0.01 0.17 -6.20
C 0.60 1.92 2.78
C -0.34 1.30 -4.06
C 0.25 -2.49 -1.18
C -0.57 -3.38 -2.11
H -3.67 1.41 2.21
H 0.72 -1.70 -1.78
H 1.06 -3.05 -0.71
H 0.73 -1.71 -3.77
H 2.69 -0.71 3.49
H -1.48 -2.84 -2.39
H -0.74 -2.54 0.62
H 0.95 -2.44 3.19
H -3.21 0.38 0.86
H 1.00 -4.22 -3.13
H -0.44 -2.24 4.25
H -0.97 3.90 1.11
H -3.00 -1.28 1.93
H 2.18 2.31 0.52
H -0.88 -4.29 -1.58
H 2.19 -0.83 -4.01
H 1.10 -1.54 4.69
H -0.36 -4.12 -4.01
H -0.77 4.22 2.82
H -2.29 3.59 2.23
H -2.89 2.10 0.79
H -1.45 -1.59 -0.49
H -0.21 0.13 -7.26
H -1.82 -2.34 2.69
H -0.78 2.10 -3.49
H -2.80 -1.26 3.67
H 3.14 0.85 2.82
H 1.27 -1.52 -6.22
H 2.58 2.80 2.91
H 2.63 0.74 4.49
H 2.79 2.35 -1.22
H 1.35 3.87 2.23
H -1.26 1.90 -5.89
H 1.38 3.52 3.96

(3)
67
Properties=species:S:1:pos:R:3 method="wB97M-V/def2-TZVPD" lumo_energy_ev=-4.4 orbital_gap_ev=5.28 homo_energy_ev=-9.668 total_charge=+1
P 2.70 2.88 0.05
P -0.29 -1.70 0.56
O 3.42 2.22 -1.19
O 2.54 4.31 -0.01
O 3.40 2.32 1.34
N 3.38 -7.21 -1.16
N -2.44 -0.18 2.52
N 3.00 8.06 -2.06
N -7.29 -0.46 2.13
N 1.11 2.11 0.08
C -3.23 0.17 1.60
C 2.92 7.17 -1.02
C -1.38 0.92 0.12
C 2.64 -7.93 -2.07
C 4.31 -6.46 -1.83
C 3.57 7.74 0.05
C 0.02 2.85 -0.14
C -2.75 0.31 0.18
C 1.04 -3.64 -0.99
C 3.11 -7.63 -3.32
C 3.70 9.17 -1.67
C -8.10 -1.58 0.41
C -8.90 -0.43 0.62
C 0.99 0.77 0.31
C 4.17 -6.70 -3.17
C -8.38 0.24 1.69
C 0.77 -1.24 3.14
C 1.03 -1.97 1.81
C 4.06 9.00 -0.37
C -1.23 2.28 -0.13
C 0.59 -2.18 -1.00
C -0.23 0.14 0.33
C -7.11 -1.58 1.35
H 3.68 7.29 1.03
H 1.68 -3.80 -1.85
H -2.69 -0.68 -0.26
H 3.26 -7.24 -0.17
H 1.06 -3.04 1.99
H 1.44 -1.50 -1.14
H -3.46 0.87 -0.42
H -6.31 -2.27 1.54
H -4.29 0.36 1.78
H 1.60 -3.84 -0.09
H 1.89 0.21 0.47
H 2.74 -8.05 -4.24
H 4.62 9.71 0.23
H -8.68 1.15 2.18
H -0.11 -1.97 -1.81
H 3.92 1.53 1.16
H -8.24 -2.33 -0.35
H -6.71 -0.20 2.91
H 3.25 1.28 -1.33
H -2.09 2.91 -0.29
H 4.99 -5.82 -1.29
H 3.87 9.98 -2.36
H 4.76 -6.26 -3.95
H 0.16 3.90 -0.33
H -9.77 -0.13 0.06
H 0.23 -1.87 3.84
H 2.41 6.23 -1.12
H 1.72 -1.00 3.62
H 0.22 -0.31 3.02
H 0.21 -4.33 -1.09
H 2.00 -1.66 1.41
H 1.86 -8.59 -1.74
H 2.61 7.91 -2.97
H -2.94 -0.24 3.40

(4)
88
Properties=species:S:1:pos:R:3 method="wB97M-V/def2-TZVPD" lumo_energy_ev=-3.3 e_above_lowest_kcal_mol=0.0 orbital_gap_ev=8.14 homo_energy_ev=-11.480 total_charge=+1
I 3.01 -0.17 2.15
Cl 1.31 -5.46 -2.58
P 1.22 1.67 -1.96
P 1.75 -4.75 -0.68
O 5.87 0.80 -1.25
O 0.65 0.75 4.78
O 2.87 5.14 -6.09
O -7.94 -1.98 1.26
O -4.13 2.53 2.81
O -2.40 2.71 4.26
O 6.22 0.70 0.97
O -1.02 -0.93 -2.80
O 0.30 -4.83 0.04
O 1.48 2.99 -1.14
O -7.38 -0.46 2.81
O 4.32 6.71 -6.82
O -0.19 1.83 -2.65
O -0.59 -3.11 -3.05
O 2.25 1.50 -2.97
O 2.04 -0.99 5.13
O -6.05 -0.82 1.01
O 0.61 -0.33 6.73
O -4.37 1.87 4.92
O -2.70 -2.39 -3.15
O 6.30 2.67 -0.10
O 4.96 5.20 -5.27
N 1.86 -3.02 -1.00
N 0.97 0.33 -0.91
N 1.24 -1.97 -0.36
N 2.17 -1.23 -2.24
C 2.59 -2.25 2.33
C 6.35 3.04 -1.49
C 2.58 -2.44 -1.98
C 6.14 1.33 -0.03
C 1.17 -0.26 5.51
C -7.15 -1.03 1.79
C -5.39 1.85 2.87
C -5.69 1.86 4.35
C -0.19 0.85 6.92
C -3.53 2.40 4.01
C -1.42 -4.29 -3.06
C -2.73 -3.76 -3.58
C -6.02 -1.85 0.02
C 1.14 -2.63 2.08
C -0.50 1.26 5.50
C 1.44 -0.91 -1.15
C 4.07 5.78 -6.13
C -7.48 -2.27 -0.06
C 0.46 -1.98 0.88
C 4.24 4.26 -4.47
C -1.41 -2.04 -2.99
C 5.61 1.89 -2.15
C 3.04 3.94 -5.33
H -5.28 0.85 2.48
H -7.60 -3.32 -0.29
H -1.49 -4.67 -2.04
H -3.59 -4.27 -3.17
H 5.99 1.67 -3.14
H -0.47 -2.52 0.71
H -0.58 2.33 5.38
H 2.79 -2.48 3.37
H 2.15 3.72 -4.75
H -0.63 0.97 -2.54
H 0.41 1.58 7.45
H -1.08 0.62 7.49
H -0.98 -5.06 -3.69
H 1.08 -3.72 2.07
H -6.22 2.75 4.67
H 1.10 3.00 -0.25
H 0.41 0.43 -0.08
H -1.40 0.79 5.12
H 0.58 -2.30 2.96
H -8.05 -1.67 -0.77
H 3.24 3.11 -6.01
H 0.39 -5.54 0.68
H 3.96 4.75 -3.53
H -5.64 -1.46 -0.93
H -6.25 0.98 4.67
H 4.53 2.05 -2.20
H 4.84 3.38 -4.26
H -6.14 2.38 2.29
H 3.41 -2.91 -2.48
H -5.37 -2.65 0.36
H 0.17 -0.97 1.14
H 7.39 3.11 -1.80
H 3.30 -2.85 1.76
H 5.87 4.00 -1.65
H -2.79 -3.78 -4.67

Record order is preserved below.
E: -97251.0963; -30843.4346; -56568.2370; -114622.7716 eV
Record order is preserved below.
Max |F|: 1.213; 0.437; 0.814; 2.093 eV/A